11 unconnected molecules or ions with the total composition C90H197N11O14, computed with ωB97M-V/def2-TZVPD.

```
312
Properties=species:S:1:pos:R:3:forces:R:3
C -6.421304 9.509045 -1.126151 0.2148 -0.3588 -0.0295
H -4.176944 -2.598632 -2.868080 0.0936 -0.0720 0.5485
N 3.211574 -0.413680 -6.463853 2.5473 1.1010 1.4138
H 3.041496 5.832850 -1.847845 0.4072 0.0901 -0.0423
C -6.331456 -1.967111 3.834581 -0.2244 1.7865 0.1648
H 5.633825 0.788576 0.899413 -0.1351 0.4627 -0.0308
H -5.017863 -1.327029 -7.013677 -0.2058 0.2320 -0.4179
C -5.238504 -2.195758 -5.158814 -1.9977 -1.4003 0.4323
H -7.093958 1.709099 -2.944603 -0.2909 0.2938 -0.3352
H -9.203898 0.426920 2.487291 -0.0020 0.3744 0.5657
H -2.926102 -4.043329 2.003589 0.5144 0.7653 0.6840
H 1.327571 -3.148112 7.257929 0.9695 -0.1981 1.0228
H -2.658647 4.832444 4.656880 -0.4615 -0.5550 0.5717
C -4.858538 -2.233519 3.814214 0.2443 -0.3882 1.1241
H 12.151486 1.056039 3.928588 -0.7105 -0.1131 0.5871
C 0.743023 5.946913 -2.794364 0.5233 -0.9496 -2.1927
H 4.462793 -3.249999 2.570017 0.0338 0.0092 0.0277
C -4.816810 -1.722070 -2.766521 -1.0881 -0.7478 -0.1988
C -3.877311 7.208499 -1.117731 0.0346 0.2867 0.2238
H 6.698182 -1.837016 -4.206738 -0.3519 0.6958 -0.0657
H -0.013934 6.003054 -3.576645 0.0414 0.1938 -0.2730
H 10.002081 -4.988145 -3.997368 -0.2433 0.4676 -0.3590
H -7.307706 9.452335 -3.776102 -0.3371 0.0760 0.9886
C -1.332261 -5.087710 -0.796852 -2.1414 0.0082 -1.6208
H -6.620450 6.551890 -3.022181 0.0331 0.0773 -0.0616
H 6.961010 -6.215129 -2.120233 -0.4476 -0.0398 -0.1501
H 1.955745 9.098526 3.167197 0.5764 0.0707 0.1889
C 1.305743 8.276677 0.902684 0.1118 -1.1917 0.6372
H 0.375077 8.778714 1.167130 0.3152 0.5274 0.2354
H -8.819096 -1.796846 2.316901 0.1548 -0.3398 -0.0999
H 9.777554 -0.365552 1.238433 0.7184 -0.4080 0.7389
H -8.150229 2.362754 4.027548 -0.0340 -0.0199 0.2692
H -8.502329 1.284060 -5.891434 0.0463 0.5351 0.3589
H -0.151590 0.072618 -2.225160 0.0005 0.7848 0.0369
H 5.864391 -4.393725 -0.738276 -0.1222 -0.2566 0.3797
H 9.615629 -2.958456 -5.342764 -0.1884 -0.2792 0.2348
H 3.609432 -5.918178 3.274426 0.8518 -0.3553 -0.1389
H -2.910794 7.261335 1.053842 -0.1701 -0.4074 -0.4075
H 4.264883 -4.530829 7.246778 0.2654 0.0893 -0.0118
O 2.549924 3.562084 2.352705 -1.2497 -0.2281 0.1793
H 4.648407 3.846520 1.846928 0.0325 -1.2981 1.0315
H 8.085396 1.196455 0.383444 0.4014 0.3518 -0.4899
C -7.959430 -1.193260 2.025777 -0.4235 0.9371 -0.9794
H 1.577873 -7.055575 3.905742 0.8300 -0.3111 -0.4090
H 9.365498 -6.540543 -2.539854 0.0647 -0.1000 0.3599
O -7.653184 -0.544732 -2.592086 0.0682 -0.4921 2.0219
H 7.220827 -0.644201 1.252942 0.9975 -0.5129 -0.0881
C 1.297216 -1.472721 -7.560627 0.0522 0.1729 0.7443
C 0.636913 -7.231959 5.684207 -0.2527 0.7790 1.6247
H 10.794747 -2.424507 -4.111154 0.1555 0.5437 -0.5664
H 0.130734 -4.066277 8.249953 0.2264 0.0879 0.1775
C -7.678012 0.202103 4.116524 -0.8949 1.2113 0.6764
N -1.445181 0.425872 0.934487 2.1183 -1.1698 -2.2190
H -6.846543 5.420880 -0.937321 -0.2446 -0.0470 0.6722
H 2.553642 7.488351 3.810192 -0.1614 0.3720 0.4959
C -2.574620 6.644949 -1.735298 0.2500 1.2558 0.6946
H 10.577872 -1.851669 -1.780982 0.2467 -0.1409 -0.8225
H -2.174327 -3.221149 -0.220594 0.1025 0.3003 0.0515
O -6.077513 -0.380757 5.737829 0.9258 -0.5183 0.9782
H 3.642365 0.863826 -3.104515 -0.7170 0.1064 -0.4776
H 2.576016 -0.797754 -9.823010 -0.1132 -0.3166 0.2285
H -0.903336 -0.804050 3.799308 -1.5649 1.6501 0.1695
H 1.466496 1.826704 -4.571867 0.0144 -0.0812 0.1311
H -5.877970 10.433224 -1.323039 -0.2666 0.1881 -0.1970
C -5.763074 -1.289402 -6.219100 1.1507 0.2558 -0.1935
H -6.567412 6.897442 0.066913 -0.1285 -0.0369 -0.0749
C 2.945583 3.672700 -1.893596 -0.6325 1.3656 0.5358
H 2.066329 -1.755344 -4.641389 0.2246 -0.1795 0.1259
C -8.148812 0.186876 2.618720 1.3653 -0.6687 0.6962
H -3.045861 -6.262262 1.677852 -0.5254 0.4035 0.4926
H 10.669687 -4.341342 -2.514675 0.3148 0.0624 -0.2891
H 2.495815 4.292251 4.420923 -0.8689 0.6480 -0.6451
C -5.832757 0.113599 -5.649132 -0.7252 -0.0183 -1.2135
H -3.103124 -5.195390 -2.285342 -0.1930 0.1120 0.8203
C 0.239044 -6.911089 1.414158 0.4186 0.5483 -0.3264
H -6.673455 2.405154 -4.584017 0.0698 0.3759 0.4276
H -2.732534 6.114420 -2.674294 -0.1044 -0.3372 0.3383
H -9.643505 0.430122 5.002132 -0.0030 -0.0633 0.6957
C -4.816673 6.004803 -0.902080 -0.5638 0.6099 0.1978
C -6.271672 9.303211 -3.471972 0.9329 -1.5316 -1.4972
H 6.154703 1.602020 2.501539 -0.0970 0.8199 -0.8719
H -1.278347 -9.036400 0.530313 0.3039 0.4519 -0.4799
C -6.784790 7.161484 -2.133655 1.8330 0.6511 1.6230
C 1.676198 -4.558693 4.334219 0.3118 1.5275 -0.3416
H -7.835436 7.438484 -2.046869 -0.0137 -0.1010 -0.0895
C 8.289525 1.072944 1.447016 1.6951 0.0158 -0.7185
H -1.671545 -5.837857 -2.895913 0.5509 0.2985 -0.0701
H 1.536019 0.013863 -0.392718 0.1210 0.3998 -0.1655
H -1.207684 -0.911568 -1.361858 -0.0976 -0.4929 0.2946
H -0.655795 3.180680 -0.048242 -0.4401 -0.2103 0.2169
O -1.083000 -7.342249 -1.266094 0.8319 -2.1565 -1.7591
H 1.196830 -1.462225 -1.183769 0.0906 -0.4697 0.2925
H 1.865753 3.643005 -1.748058 -0.3564 -0.8373 0.2925
H -7.561745 1.618168 5.598491 -0.1554 1.0091 0.0984
N -1.514100 -6.472324 -0.351367 -1.1427 2.9267 2.0776
H 4.907658 -1.326843 -6.349932 0.0405 0.2051 -0.1545
C 9.741052 0.664782 1.592230 0.8628 1.0410 0.3048
H -6.592171 -4.000373 4.624272 0.1114 0.0018 -0.0169
O 3.604079 -4.176516 6.647285 -0.0901 1.2284 0.4769
C 3.509136 4.677105 0.415611 -1.5427 0.3000 -2.2385
H 0.667694 -7.803646 1.869902 -0.6738 -0.4035 0.0051
H 1.841170 -4.473142 3.260182 -0.0831 -0.3371 -0.1672
H 5.610195 -0.281780 3.808589 0.4030 0.6551 0.2645
H -4.157901 -2.333750 -5.122041 0.1218 1.0043 0.5425
C -3.267099 4.893524 3.754567 1.8915 1.1779 0.1802
H -5.193531 -0.175323 5.424823 0.6988 0.4467 1.6070
H 4.519238 -6.462933 4.825040 0.1980 0.0124 -0.5263
H -1.940229 -7.547191 -1.646551 0.3546 -0.8310 -0.6905
C 4.431036 -2.311222 3.123009 0.3113 -0.1483 -0.3277
H 6.282893 -2.759700 -0.887094 0.4786 0.2377 -0.4203
H -6.910511 -0.260928 -2.054045 -0.3141 0.4883 1.2809
H -6.686033 -1.715099 -6.612833 -0.2248 0.5308 0.0385
H 11.868305 -0.566602 3.268918 -1.0480 -0.2638 0.1540
H -1.868096 -4.084797 -2.769993 0.3047 0.1093 0.1660
C -6.654316 -1.829786 2.340459 -0.5436 -1.6237 0.4187
C -1.137655 0.975195 -0.433220 0.0531 0.2997 -0.3283
H -8.584776 -0.855782 5.879416 -0.0291 0.8387 0.3388
O 6.976171 -1.858458 -3.288112 -0.7407 2.1861 0.0350
H -7.399846 -3.594358 -4.251380 -0.1823 0.0559 0.0414
H -4.175055 -0.860775 -2.952019 -0.3446 0.2376 -0.3103
C 3.650219 4.281060 1.900841 1.1287 1.5818 -2.1913
O 3.998739 -1.621628 -6.257445 -1.1897 0.4057 -0.0645
H -3.348991 -4.455672 -0.058590 0.1350 -0.6362 -0.4979
H 0.230133 1.606441 2.931371 -0.1023 0.4476 -0.8242
C -1.131552 5.412378 2.630974 -2.0482 1.2394 0.2973
C 3.953292 -5.703058 4.286152 -1.6791 1.2273 0.9562
H -5.513116 1.412505 -3.656240 0.1067 0.4945 0.2348
H -4.459493 8.128217 0.858227 -0.4249 -0.8035 0.1700
C -7.427263 1.713182 4.520996 -0.0590 -1.7531 0.6771
H -5.735623 10.246861 -3.573257 -0.0135 -0.0871 0.4043
H 1.027935 6.981015 -2.600580 -0.1936 -0.1380 1.0106
H 1.592074 0.947792 1.874610 -0.1214 0.3595 0.1749
H 0.234287 5.284861 -2.093672 0.5358 0.4753 0.9568
H -8.588260 -0.367811 -6.079933 0.5957 -0.6804 0.4108
H 0.603901 -4.600033 4.525487 0.0196 -0.6976 0.0497
C -2.025956 -5.031662 -2.253629 0.7924 -0.3144 0.2662
C 11.647811 0.493353 3.142585 0.6342 1.5876 -1.1407
H 9.578193 -2.894171 -0.908868 -0.5865 -0.2697 -0.1495
H 0.740386 2.471872 -6.821118 -0.2593 0.0243 0.0989
H -7.581857 0.917151 2.041345 0.1922 0.0987 0.0600
H 0.813120 -7.223863 7.964750 0.6984 -1.0405 -0.6330
C -1.997129 -4.404077 1.562036 -0.7754 -1.1009 -0.0582
C -8.867172 -0.334092 4.964983 -0.0682 -0.4237 -1.4634
O -3.573634 9.217729 -2.387281 -0.4660 0.5559 0.0399
H 4.627976 1.154799 -4.581346 -0.3644 1.0225 -0.0300
H -0.394785 8.361929 3.268285 -0.0530 -0.1605 -0.4199
N -6.479466 -0.586285 4.454953 -1.7428 -0.3841 -5.4237
H -7.441567 -2.736795 5.517028 0.0313 -0.1718 0.0381
C 2.127884 -5.641281 8.805995 1.4183 0.0827 -0.6095
H 4.151432 0.333794 3.012437 -0.0914 0.8448 0.0496
C 2.772601 0.170381 -5.125078 -0.9561 1.6854 -1.0292
H -4.655078 5.197483 -1.616374 0.0190 0.2605 -0.4449
O -2.121280 1.404175 1.617516 -0.4209 0.8182 1.2868
C -6.712251 -3.397551 -3.428825 0.4527 2.5935 -0.9431
N -6.995057 -0.817660 -3.723638 1.6942 -2.2759 -4.7177
C 0.658654 -6.567777 7.108134 -0.4284 -1.7295 -0.4572
C 6.788974 -4.120610 -2.597505 0.8754 1.0485 0.4264
C 2.600136 -5.549593 5.024391 -0.9640 -2.0996 0.1929
H -5.949015 -4.173484 -3.487903 -0.0769 -0.0096 0.6596
H 2.781882 -4.864537 9.202273 -0.2264 0.5495 -0.2375
C 2.501592 3.422772 3.763605 3.0710 -1.0198 0.7732
C 0.105621 -4.544907 -0.840256 0.6966 -0.7492 0.4272
H -4.886744 0.392556 -5.185079 0.1962 -0.1710 -0.2218
C 5.143259 -0.085526 2.843417 -0.2270 -0.2575 -0.2875
C 2.425228 -0.429021 -7.689419 -2.1846 0.5160 0.0187
H 7.506274 -5.930458 -3.766482 -0.4094 0.4527 -0.2427
H 2.811386 -6.486975 8.730326 -0.3615 -0.5758 0.4871
H -6.410668 2.077853 4.373869 0.0130 -0.1947 -0.4163
H 0.519323 -1.387531 -8.319380 0.1785 -0.1800 -0.1810
C 0.451720 -1.270279 0.869494 -0.3624 0.2852 -1.6856
C 1.765916 8.032089 3.288724 -1.8323 -0.2642 0.0205
C 2.053483 1.521062 -5.437956 0.5233 -0.4049 -0.6531
H -1.254013 4.409690 2.221432 1.2000 -0.2983 -0.0283
H 1.793414 -2.443144 -7.548036 -0.2368 -0.2024 -0.3826
H -2.966008 0.978078 1.780235 -0.2672 0.1990 0.2398
C 1.937464 -6.969629 4.931130 -1.4554 0.0327 -0.3205
C 3.197022 -0.767542 -8.927726 1.5515 0.5979 0.3507
H -1.385988 -8.660736 2.139337 -0.8709 0.0284 0.4720
H -9.290086 -1.132281 4.354943 -0.2984 -0.1997 0.0278
H -9.028941 0.295998 -4.491429 -0.3731 0.1309 -0.2902
C -5.995020 -1.975608 -3.783702 0.8715 -0.1768 1.2883
C -0.440401 -0.154696 -1.198999 -0.2704 -0.3245 0.0670
H -6.200093 9.319783 -0.075755 -0.4577 -0.5668 0.0511
C 1.873887 -0.717821 -4.368230 -1.2082 -2.0778 0.3357
H 7.541137 -4.024657 -0.523385 0.0755 0.3995 -0.1050
C -7.161543 -3.076771 4.519973 0.2214 0.3164 0.0764
H 1.964503 2.590020 4.217652 -1.0685 0.3091 -0.9680
C 3.014891 5.035809 -2.590878 -0.3806 -0.0210 -1.0528
H 0.817735 -0.591350 -4.606262 -0.1423 0.2818 0.2724
H -3.253314 0.474726 -0.949552 0.0619 -0.1306 0.5588
H 8.265751 2.083736 1.854232 -0.8915 -0.1798 0.6144
H 5.082594 -2.389566 3.993315 -0.1269 -0.1460 0.3612
C -0.323387 -0.222874 1.734366 0.8793 -0.1036 0.5905
C -0.184926 5.575404 3.816561 1.9273 -1.4732 0.2443
O 1.769585 7.410764 2.006751 -0.7232 0.7279 -1.6750
N -0.120477 6.754790 4.713343 0.0015 0.4264 -2.7202
H 1.310214 -5.751179 9.518344 0.0526 -0.3355 -0.1898
H 1.231694 1.023950 -8.814541 -0.0111 0.1147 0.0577
H 1.017614 0.260753 3.431491 0.4370 -0.6450 -0.2599
H -2.328104 0.984520 -2.252159 0.0902 0.8317 -0.2282
C -1.770354 -8.312991 1.180468 0.6367 -0.2470 0.0828
C -2.284321 -4.264360 0.075560 0.8762 0.7875 0.3054
C 0.826059 -4.103638 7.411366 -1.1401 0.7997 -1.2442
H 3.810531 5.213020 2.442918 -0.3566 0.1882 0.2376
C 8.974790 -5.562673 -2.258398 -1.5842 0.4890 -0.8821
H 4.828346 -5.019983 -3.017160 0.4715 -0.5545 -0.5657
H -5.519743 -3.196035 -5.488155 -0.1272 -0.3067 0.0813
O 1.867190 5.299103 -3.452583 -0.0430 -0.2505 1.0440
H 2.827111 2.276494 -5.575554 0.0581 0.1317 -0.0707
H 0.198840 -3.503181 -1.147181 -0.1949 -0.1069 -0.0616
N 7.575055 -3.049092 -3.252103 3.4491 -4.7186 -1.0169
H -4.533773 -2.385244 4.843583 0.4346 -0.3333 -0.0134
H -2.829445 -8.480017 0.984174 -0.1819 0.3390 0.5162
C 0.340781 8.021691 3.997185 -0.0548 -0.8382 0.5308
H 1.938053 -3.570437 4.712216 0.1793 0.2505 0.0290
H -0.283231 -6.928015 5.185169 0.2015 0.6118 -0.3305
H 3.851569 5.047663 -3.289392 0.2070 0.4367 0.2703
H -0.167930 2.521527 -1.577145 0.0235 -0.0153 -0.1491
H 9.003628 -5.448058 -1.174827 0.2125 0.0976 -0.0496
C -2.500957 1.221800 -1.202430 0.7872 -0.4847 0.8840
C -6.950197 0.334281 -4.650432 -0.0416 -1.7769 0.0333
H 0.812301 5.379846 3.422350 0.0050 -0.2457 -0.0141
H -1.841936 7.423718 -1.946904 -0.2421 0.4260 -0.2067
H 1.023069 7.706129 0.018002 0.0737 -0.8401 0.3366
H 3.504486 3.061864 3.991737 0.5947 -0.1987 0.3778
C -2.047125 -5.909763 1.935464 -0.0145 -0.5985 -1.1989
H -4.349977 -1.352003 3.423840 0.1309 -0.2177 -0.2108
C 5.424695 -4.142348 -3.266597 -0.7998 0.5144 -0.0116
H -6.038120 0.788407 -6.480137 0.2329 0.3922 0.0128
N 2.772549 -5.245303 6.422407 -0.5743 -3.4447 0.3798
H 12.281029 0.809273 2.313527 0.1056 -0.1961 -0.6355
C 0.757343 -0.742193 -0.493477 0.6682 1.0900 -0.9632
C 1.167225 1.480031 -6.672271 -0.5793 0.3117 0.0694
H 3.394827 -2.140873 3.415169 -0.1554 0.2365 0.2134
H 3.299109 2.852797 -2.518804 -0.2403 0.1950 -0.0817
H 0.360434 0.771553 -6.484492 -0.3576 0.1322 -0.0040
C 1.626798 -5.420143 7.359880 -0.2842 3.1485 0.9828
H -7.476192 9.607035 -1.382504 -0.1325 0.5766 0.8079
H 0.660004 -4.709126 0.083750 -0.6377 0.6976 0.7641
H -5.824763 -1.525963 1.701991 0.0889 0.7956 0.3959
H -0.387069 -6.395110 7.362582 -0.0581 1.2900 -0.2268
H 0.277544 8.783244 4.774441 0.5251 0.1476 0.0178
H -2.918486 2.203746 -0.979784 0.0899 0.0487 -0.4256
H 0.480235 -8.309024 5.743249 0.2364 -0.1073 0.3049
H -6.757888 -2.873407 2.043438 0.0128 -0.3406 -0.2052
C 9.090964 -3.059520 -3.158170 0.1842 -0.6317 1.1713
H 4.524090 -0.313689 -4.013025 -0.3223 -0.7875 0.5390
H 2.076668 -0.651769 -3.299300 -0.4950 0.0976 0.0151
C 6.664648 -3.755410 -1.112767 -1.0576 -1.3608 0.4800
H -0.126235 -2.155851 0.605246 -0.5494 -0.1161 0.9249
H 2.497862 -7.854707 5.232278 1.1075 0.5597 -0.3717
H 4.703504 -3.380638 -2.970353 0.4875 0.6279 0.5859
C 7.493302 -5.511502 -2.760295 0.6590 0.1529 1.1409
C 6.064349 0.699652 1.896830 -1.3430 -0.1004 3.1083
H -7.967222 -1.047637 0.945579 -0.5047 -0.3519 -0.2235
H -1.104476 -3.836740 1.825502 -0.0890 -0.2351 0.4302
C 9.744618 -2.421099 -4.403236 -0.5739 0.1169 1.2097
H -1.842622 -6.197645 2.966679 0.0444 0.4071 0.1229
C -3.548808 7.802807 0.355377 -0.8143 1.3786 -1.5592
H 3.806485 -1.657421 -8.770303 -0.2196 -0.1616 -0.3699
H 8.902344 -1.439458 -1.718454 -0.1237 0.0133 0.3698
C -6.565963 1.572885 -3.888408 0.0741 0.2116 -0.0541
H 0.405174 -6.129898 2.155928 0.4926 0.3436 -0.3445
H -1.129403 6.716573 4.739722 -0.7313 1.8654 1.1915
C -1.254937 -6.860462 1.021654 0.5734 -1.4350 0.1948
H -2.059769 6.124157 -0.927951 -0.1818 -0.9067 -0.2694
O 4.935499 -1.320386 2.275103 -0.1675 -1.6371 -1.5384
H -5.248617 -1.651920 -1.768166 0.3502 -0.1141 0.3381
C -5.959926 8.479973 -2.183959 0.3286 2.0637 0.1932
H -5.945204 8.690264 -4.312094 0.4616 -0.0685 -0.2401
H 2.108280 8.896397 0.502708 0.0042 0.5392 0.6653
H 10.315767 1.289765 0.908713 0.1033 -0.1788 -0.4442
H -4.162671 5.471791 3.981842 -0.2445 -0.6402 -0.1729
H 4.130127 5.474196 0.006802 0.7901 0.1963 1.2493
H -0.996155 6.164362 1.853618 1.0138 -0.3451 -0.2827
O -2.498069 5.765364 2.917424 -0.8945 0.4820 0.1672
H -7.289840 -3.275514 -2.512533 0.2997 -0.4871 0.1405
N -4.484454 8.226918 -2.076815 -0.5044 -3.5612 0.1812
H 0.827675 -1.409376 -6.578986 -0.2105 0.1438 -0.1427
C -0.250854 2.283618 -0.516659 -0.5412 -0.4329 -0.0335
N 3.700458 3.616680 -0.639173 0.3409 -0.5982 1.2739
H 4.398743 -4.710320 4.350555 0.5430 -0.3034 -0.2846
H 9.309541 -1.427741 -4.513006 0.5070 0.2634 -0.1088
H -0.430488 -1.947759 3.110209 0.9507 -0.8229 -1.4227
O 10.335331 1.030360 2.906892 -0.6407 -2.0057 -0.3986
H 0.811741 -6.791020 0.494532 0.3285 0.3391 0.2426
H -4.705481 -3.126736 3.208551 0.4705 0.0145 0.1087
C 1.873357 1.048101 -7.933742 0.7795 -1.6576 1.3739
C -1.004611 -1.092779 2.753137 0.2291 -1.2019 2.1399
H -3.362133 3.896088 3.325407 -0.4642 0.0129 -0.1151
H -1.932037 -1.577954 2.448851 -0.2590 0.6450 0.1420
C 9.579614 -2.288049 -1.814810 -0.7619 0.1531 -1.0014
H 2.741110 1.689122 -8.089268 0.0264 0.0498 -0.2797
H 0.808626 -5.155766 -1.406579 -0.5429 -0.0836 -1.0937
H 3.871670 0.080377 -9.045913 0.4300 -0.1135 -0.3989
H 5.547960 -3.898833 -4.321866 -0.0959 -0.9058 -0.2815
H -8.070337 -3.328902 3.973520 -0.0504 0.1724 -0.0237
H 2.542079 5.143060 0.226443 -0.7487 -0.1356 0.5061
C 3.854053 0.538963 -4.123214 3.1812 -1.0180 -1.4667
H -3.139813 8.806802 0.242155 0.8202 0.1053 -0.2168
C -8.327385 0.371078 -5.322253 -0.3539 0.8993 0.0910
H 3.465112 2.735492 -0.205324 0.0900 -0.2889 0.0195
C 9.736830 -4.520024 -3.049427 -0.1702 0.8107 0.7606
H -3.397861 9.622532 -1.534736 0.2819 0.6735 0.2096
H -4.524505 5.569079 0.053375 -0.0454 -0.0606 0.1442
C -6.315146 6.368757 -0.852297 -0.0710 -0.3446 -1.5999
H 1.417828 -1.628387 1.225153 -0.2436 0.2061 1.0565
H -0.393834 4.842426 4.595799 0.0006 -0.8422 -0.5163
H 0.203418 -3.970014 6.526739 -0.5506 -0.7742 -0.1746
C 0.722102 0.736475 2.496372 -1.3960 -0.9007 -0.3993
N 7.364689 0.090702 1.930671 -0.7079 0.2107 0.4086
H 0.767309 2.208703 -0.134779 -0.0150 -0.4534 0.1204
```
Positions in Å, forces in eV/Å.

Properties
- HOMO: -7.78 eV
- Energy relative to the best compared isomer or geometry (same formula, charge and spin): 948.0 kJ/mol
- Net charge: 0
- Orbital gap: 8.01 eV
- Calculated total energy: -141554.816 eV